Record 1
Density functional theory data (the ωB97M-V functional and the def2-TZVPD basis) for a cluster of 3 separate species, C13H17F5N2O4S in total at a distorted geometry.

Last column: natural (NBO) charge in e.
Geometry (Å):
C: -0.08039 1.77583 -1.29511  -0.604
C: -0.11418 0.64232 -2.34627  -0.365
C: 0.66101 1.11083 -3.51479  0.260
N: 1.25926 1.48256 -4.41682  -0.253
C: 0.55339 -0.69803 -1.86340  -0.518
C: 1.31476 -0.54021 -0.62377  0.301
N: 1.88924 -0.43568 0.36092  -0.314
S: -1.76744 0.29677 -3.03807  2.106
O: -2.16683 1.42291 -3.82491  -0.882
O: -1.73844 -0.98421 -3.68243  -0.905
C: -3.00546 0.21310 -1.62471  0.388
F: -4.13204 0.68762 -2.15957  -0.283
F: -2.65272 1.01269 -0.61377  -0.295
C: -3.29885 -1.23004 -1.05794  0.920
F: -4.39162 -1.72108 -1.60722  -0.289
F: -2.29132 -2.06444 -1.25142  -0.298
F: -3.49841 -1.13536 0.25352  -0.301
H: -0.27816 1.42457 -0.28706  0.249
H: 0.87356 2.29123 -1.35538  0.262
H: -0.85319 2.50877 -1.54588  0.242
H: 1.24114 -1.05622 -2.63438  0.277
H: -0.18084 -1.49370 -1.72485  0.296
C: 2.38131 5.08552 1.61630  -0.721
C: 1.68972 3.74647 1.55646  0.612
O: 0.97953 3.44062 0.62485  -0.568
C: 1.92557 2.80142 2.70705  -0.723
H: 2.13088 5.66629 0.73167  0.236
H: 2.06283 5.63015 2.50654  0.231
H: 3.46253 4.94624 1.66109  0.232
H: 1.58966 3.25802 3.63986  0.228
H: 2.98960 2.57542 2.79122  0.235
H: 1.38041 1.87562 2.53866  0.243
C: -1.00185 -4.61644 1.75492  -0.721
C: 0.25152 -3.82318 1.47269  0.607
O: 0.30608 -3.01792 0.57271  -0.560
C: 1.43850 -4.07790 2.36870  -0.723
H: -1.77664 -4.33937 1.04340  0.234
H: -0.79650 -5.68426 1.66504  0.231
H: -1.35437 -4.41348 2.76743  0.231
H: 1.73972 -5.12481 2.30355  0.229
H: 1.17950 -3.85340 3.40467  0.230
H: 2.26636 -3.44363 2.06036  0.243

The calculation puts the calculated total energy at -1813.485754 Eh. Its SMILES is C[C@@](C#N)(CC#N)S(=O)(=O)C(F)(F)C(F)(F)F.CC(C)=O.CC(C)=O. The value obtained for the molar mass is 392.35 g mol⁻¹. The calculation puts the strongest force on any atom at 1.502 eV Å⁻¹.

Record 2
Density functional theory data (the ωB97M-V functional and the def2-TZVPD basis) for a structure of composition C13H17F5N2OPbTe at a distorted geometry.

Last column: natural (NBO) charge in e.
Geometry (Å):
C: -0.53351 1.32989 2.11892  -0.882
C: -0.48149 -1.12706 2.27773  -0.777
H: 0.38364 1.91522 2.29417  0.211
H: -0.88338 0.85010 3.03294  0.207
H: -1.30068 2.02519 1.74205  0.178
H: -0.06629 -2.10286 1.98375  0.183
H: 0.04106 -0.78706 3.17255  0.218
H: -1.57308 -1.19882 2.39891  0.192
C: 0.63871 2.66521 -1.77863  0.084
C: 0.91410 3.46850 -2.88126  -0.233
C: 1.11694 2.85431 -4.12521  -0.144
C: 1.00373 1.46315 -4.23220  -0.208
H: 0.47221 3.07863 -0.78762  0.226
H: 0.98630 4.54325 -2.75435  0.237
H: 1.34259 3.44956 -5.01202  0.233
H: 1.15525 0.94184 -5.18073  0.223
N: 0.54928 1.33224 -1.89214  -0.458
C: 0.72082 0.70449 -3.08270  0.173
C: 0.57934 -0.77243 -3.10224  0.181
N: 0.36473 -1.39348 -1.91406  -0.452
C: 0.17096 -2.71661 -1.83914  0.071
C: 0.49758 -2.92756 -4.20977  -0.146
C: 0.23909 -3.52720 -2.96826  -0.231
H: -0.04659 -3.12240 -0.85218  0.221
H: 0.10536 -4.59841 -2.86569  0.236
C: 0.65168 -1.53614 -4.28303  -0.208
H: 0.83144 -1.02288 -5.22805  0.222
H: 0.57038 -3.52715 -5.11528  0.232
Pb: -0.06065 -0.00056 0.07239  1.489
C: -2.28629 -0.00316 -0.54815  -1.039
H: -2.62980 -1.04394 -0.66198  0.211
H: -2.48436 0.58001 -1.46206  0.209
H: -2.75535 0.46944 0.33234  0.222
F: 3.46058 1.96283 1.90532  -0.624
Te: 3.29756 0.09246 2.09637  3.410
F: 1.93287 0.40795 3.37810  -0.629
F: 4.83681 -0.16779 1.04792  -0.615
F: 3.16477 -1.75502 2.45456  -0.621
F: 4.43635 0.22063 3.61533  -0.599
O: 2.16823 -0.03825 0.64630  -1.203

The calculation puts the calculated total energy at -1650.326065 Eh. The value obtained for the molar mass is 647.08 g mol⁻¹. The calculation puts the strongest force on any atom at 3.762 eV Å⁻¹.

Record 3
Density functional theory data (the ωB97M-V functional and the def2-TZVPD basis) for an isolated molecule of C13H17N at a distorted geometry.

Last column: natural (NBO) charge in e.
Geometry (Å):
C: -3.04836 -2.57394 0.57922  -0.663
C: -3.28268 -1.35636 -0.25251  -0.289
C: -2.76613 -0.10714 -0.16056  0.086
C: -2.51288 1.15623 -0.03574  -0.304
C: -1.02359 1.58114 -0.74523  -0.203
C: 0.61120 3.24996 -0.47147  -0.458
C: 0.54825 1.05018 1.15832  -0.241
C: 1.41046 0.14748 0.47045  -0.098
C: 0.77185 -0.99847 -0.21942  -0.222
C: 1.70649 -1.95479 -0.69810  -0.210
C: 3.13254 -2.07808 -0.49770  -0.210
C: 3.65311 -0.91839 0.02881  -0.203
C: 2.76955 0.10164 0.55163  -0.193
H: -4.05856 -3.10213 0.53159  0.218
H: -2.92140 -2.21225 1.69538  0.232
H: -2.47377 -3.53702 0.17973  0.237
H: -3.89436 -1.39595 -0.98082  0.196
H: -3.25204 1.80272 0.40108  0.233
H: -1.14747 2.24331 -1.73772  0.220
H: -0.68889 0.69634 -1.26845  0.187
H: 1.35384 3.12917 -1.50272  0.194
H: 1.32722 3.48460 0.34228  0.196
H: 0.10740 4.47462 -0.63397  0.221
H: -0.37807 0.81330 1.98964  0.257
H: 1.42991 1.47928 1.88019  0.211
H: -0.23678 -1.30553 -0.74407  0.261
H: 1.36557 -2.86209 -1.05013  0.190
H: 3.77316 -3.02400 -0.54765  0.231
H: 4.68037 -0.93970 0.16603  0.208
H: 3.17699 0.89449 1.31439  0.209
N: -0.13292 2.06136 0.25752  -0.491

As for the energy above the lowest of the compared OMol25 structures with the same formula, charge and spin: 9.575 eV. Its SMILES is CC=C=CCN(C)Cc1ccccc1. The value obtained for the molar mass is 187.29 g mol⁻¹. The calculation puts the strongest force on any atom at 7.555 eV Å⁻¹.

Record 4
Density functional theory data (the ωB97M-V functional and the def2-TZVPD basis) for a cluster of 2 separate species, C13H17N3O in total at a distorted geometry.

Last column: natural (NBO) charge in e.
Geometry (Å):
C: 0.43418 0.58910 1.49191  -0.361
C: 1.56444 1.38783 1.54385  0.237
N: 2.58536 1.97009 1.62712  -0.389
N: -0.80317 1.18058 1.65181  -0.211
C: -1.92198 0.37313 1.69920  -0.016
C: -3.18573 0.91976 1.74304  -0.199
C: -3.35916 2.30352 1.78734  -0.240
C: -2.22187 3.10730 1.77359  -0.198
C: -0.95802 2.55351 1.72271  -0.006
H: 0.49938 -0.46372 1.79119  0.225
H: -1.71210 -0.69945 1.67839  0.218
H: -4.03553 0.23761 1.74390  0.229
H: -4.35156 2.74492 1.84252  0.226
H: -2.27909 4.19345 1.79468  0.232
H: -0.05513 3.16249 1.69876  0.249
C: 1.42699 -3.46962 -1.09787  -0.396
N: 1.23658 -2.09414 -1.46128  -0.453
C: -0.13997 -1.65988 -1.44285  -0.194
C: -0.29395 -0.28845 -2.06652  -0.527
C: 0.62970 0.68065 -1.35727  0.647
O: 0.24098 1.72037 -0.85262  -0.563
C: 2.07790 0.23564 -1.43052  -0.542
C: 2.23121 -1.19634 -0.93366  -0.197
H: 2.45122 -3.77003 -1.34341  0.202
H: 1.26429 -3.66113 -0.02314  0.160
H: 0.72418 -4.09040 -1.66285  0.199
H: -0.71017 -2.41966 -2.00066  0.203
H: -0.54767 -1.63717 -0.40699  0.150
H: 0.01376 -0.33832 -3.12226  0.230
H: -1.32498 0.06017 -1.98823  0.229
H: 2.37763 0.26321 -2.49023  0.231
H: 2.70534 0.91144 -0.84597  0.259
H: 2.23190 -1.19288 0.17863  0.164
H: 3.20507 -1.61359 -1.24229  0.203

As for the energy above the lowest of the compared OMol25 structures with the same formula, charge and spin: 4.096 eV. The value obtained for the molar mass is 231.30 g mol⁻¹. The calculation puts the strongest force on any atom at 2.759 eV Å⁻¹.

Record 5
Density functional theory data (the ωB97M-V functional and the def2-TZVPD basis) for an isolated molecule of C13H17N5O4 at a distorted geometry.

Last column: natural (NBO) charge in e.
Geometry (Å):
C: 0.99379 4.81112 -2.98342  -0.645
C: 0.30487 3.51088 -2.86185  0.087
N: -0.65620 3.09256 -3.62624  -0.077
O: -1.01805 1.87475 -3.20305  -0.141
N: -0.27653 1.48437 -2.13796  -0.205
C: 0.54984 2.46498 -1.89160  0.417
O: 1.45524 2.53334 -0.92947  -0.469
C: 1.51978 1.43522 -0.02913  -0.074
C: 2.08834 0.17338 -0.68121  -0.255
N: 2.10660 -0.89638 0.29371  -0.634
H: 2.80663 -0.71168 1.00239  0.366
C: 2.26697 -2.22677 -0.26306  -0.223
H: 2.94806 -2.25003 -1.12794  0.173
C: 0.89279 -2.78610 -0.68337  -0.220
N: 0.00396 -2.81228 0.44656  -0.581
C: -0.75807 -1.77623 0.86092  0.245
C: -1.29213 -0.83508 -0.04382  -0.292
C: -2.13404 0.16671 0.36305  -0.134
C: -2.49752 0.29903 1.70504  -0.283
C: -1.99280 -0.58907 2.61710  -0.158
C: -1.12933 -1.62210 2.22448  -0.025
N: -0.61817 -2.43807 3.25719  0.519
O: -0.80868 -2.09995 4.41287  -0.391
O: 0.01951 -3.45335 2.97116  -0.439
H: -2.24768 -0.52120 3.66379  0.246
H: -3.16780 1.08394 2.01641  0.219
H: -2.52344 0.85485 -0.37178  0.222
H: -1.04874 -0.90526 -1.08979  0.229
H: 0.31568 -3.41417 1.20826  0.424
H: 0.47079 -2.18329 -1.48561  0.199
H: 1.01826 -3.80908 -1.04737  0.208
H: 2.67642 -2.87618 0.51371  0.201
H: 1.42769 -0.11576 -1.50033  0.212
H: 3.08434 0.39463 -1.10348  0.172
H: 2.16725 1.77755 0.78092  0.192
H: 0.52262 1.21180 0.36364  0.207
H: 2.05612 4.65059 -3.15971  0.233
H: 0.88898 5.37120 -2.05576  0.234
H: 0.56625 5.37628 -3.80570  0.241

As for the energy above the lowest of the compared OMol25 structures with the same formula, charge and spin: 6.237 eV. Its SMILES is Cc1nonc1OCCNCCNc1ccccc1[N+](=O)[O-]. The value obtained for the molar mass is 307.31 g mol⁻¹. The calculation puts the strongest force on any atom at 1.382 eV Å⁻¹.

Record 6
Density functional theory data (the ωB97M-V functional and the def2-TZVPD basis) for a structure of composition C13H18BN3OReS5Sb.

Last column: natural (NBO) charge in e.
Geometry (Å):
Re: -1.80520 -1.61583 0.69141  0.865
C: 3.22946 1.68769 -1.51109  -0.625
C: 3.29705 1.08769 -0.11776  -0.215
N: 2.53317 -0.19545 -0.00632  -0.281
C: 3.33720 -1.44318 -0.03557  -0.225
C: 3.61350 -1.92285 -1.44943  -0.626
C: 1.23136 -0.17930 0.06244  0.374
S: 0.44547 -1.77673 0.03253  0.091
N: 0.62123 1.02138 0.08156  -0.548
C: -0.64506 1.22068 0.17212  0.664
O: -1.54366 0.20474 0.32869  -0.620
C: -1.26163 2.52896 0.12962  -0.120
C: -0.43141 3.65408 0.02817  -0.139
C: -0.99204 4.91321 -0.03691  -0.202
C: -2.37477 5.05711 -0.00515  -0.110
C: -3.20422 3.94381 0.09334  -0.209
C: -2.65398 2.68029 0.16506  -0.161
H: 3.80616 2.61221 -1.51870  0.250
H: 2.20548 1.92504 -1.79340  0.221
H: 3.65679 1.02448 -2.26017  0.225
H: 2.90327 1.76780 0.63352  0.235
H: 4.31775 0.83506 0.15646  0.229
H: 2.82044 -2.19837 0.55646  0.224
H: 4.25714 -1.20954 0.49540  0.239
H: 2.69159 -2.10862 -2.00098  0.218
H: 4.17196 -2.85675 -1.40149  0.255
H: 4.21312 -1.20562 -2.00612  0.230
H: 0.64139 3.52704 0.00023  0.236
H: -0.35908 5.78602 -0.11453  0.246
H: -2.81076 6.04567 -0.06095  0.244
H: -4.27783 4.06966 0.10953  0.240
H: -3.29953 1.81558 0.23888  0.217
S: -5.05179 0.68088 2.82925  -0.355
Sb: -4.80985 -1.43423 2.57137  1.305
S: -3.84625 -1.63772 0.01788  0.042
S: -1.89940 -1.63165 2.75741  0.190
S: -5.28910 -3.46357 3.05503  -0.302
B: -1.15694 -6.05747 -0.27194  -0.637
C: -1.35874 -4.61789 0.04376  0.672
N: -1.52911 -3.48125 0.32850  -0.701
H: 0.02534 -6.25575 -0.12036  0.114
H: -1.87534 -6.60120 0.54126  0.125
H: -1.54319 -6.19611 -1.40902  0.129

As for the energy above the lowest of the compared OMol25 structures with the same formula, charge and spin: 0.000 eV. The value obtained for the molar mass is 711.42 g mol⁻¹. The net charge is +2. The calculation puts the strongest force on any atom at 0.726 eV Å⁻¹.

Record 7
Density functional theory data (the ωB97M-V functional and the def2-TZVPD basis) for a structure of composition C13H18BaNO7 at a distorted geometry.

Last column: natural (NBO) charge in e.
Geometry (Å):
Ba: -0.58396 5.62874 11.62265  1.894
C: -2.08444 3.79011 8.62821  -0.260
O: -1.38338 3.43026 9.87187  -0.636
C: -0.40635 2.38946 9.74530  -0.089
C: -0.11316 1.80977 11.09652  -0.091
O: 0.73511 2.76256 11.69126  -0.595
C: 1.19013 2.52712 13.00247  -0.092
C: 2.23289 3.56570 13.30866  -0.086
O: 1.58491 4.82852 13.44090  -0.626
C: 2.45297 5.87417 13.99142  -0.261
H: -1.58725 4.72845 8.32329  0.179
H: -1.89313 2.95320 7.89898  0.206
H: -3.17711 3.91368 8.80350  0.218
H: -0.70599 1.53903 9.07249  0.199
H: 0.44522 2.80103 9.26144  0.190
H: -1.04776 1.69091 11.71420  0.197
H: 0.45473 0.85537 10.95106  0.202
H: 0.42431 2.65745 13.76559  0.183
H: 1.63380 1.51486 13.02624  0.200
H: 2.68765 3.23358 14.28252  0.201
H: 2.95094 3.60106 12.45978  0.192
H: 2.94477 5.41819 14.84865  0.190
H: 3.23369 6.12873 13.20350  0.190
H: 1.85290 6.63127 14.42867  0.227
O: -0.53177 7.60543 13.23231  -0.819
C: -1.61686 8.00104 12.68839  0.750
O: -2.07777 7.61521 11.57043  -0.836
C: -2.46108 8.99690 13.43214  -0.188
C: -3.81431 9.26346 13.09297  -0.144
C: -4.59849 10.09758 13.85131  -0.214
C: -4.09290 10.69677 15.04110  -0.160
C: -2.73849 10.54194 15.26193  0.069
C: -1.86813 9.73547 14.48820  -0.129
N: -2.09377 11.28426 16.27220  0.488
O: -0.83322 11.22008 16.27366  -0.396
O: -2.74792 11.92476 17.09129  -0.346
H: -4.23052 8.84955 12.16300  0.238
H: -5.64759 10.28397 13.59650  0.233
H: -4.66015 11.28757 15.70643  0.254
H: -0.83523 9.68854 14.75160  0.269

As for the energy above the lowest of the compared OMol25 structures with the same formula, charge and spin: 0.032 eV. The value obtained for the molar mass is 437.62 g mol⁻¹. The net charge is +1. The calculation puts the strongest force on any atom at 3.800 eV Å⁻¹.

Record 8
Density functional theory data (the ωB97M-V functional and the def2-TZVPD basis) for a structure of composition C13H18BrF3NO5V at a distorted geometry.

Last column: natural (NBO) charge in e.
Geometry (Å):
V: 0.21067 0.21390 -0.46944  1.542
C: -2.59510 0.24432 -1.78784  -0.253
O: -1.67350 0.91640 -0.93597  -0.568
C: -1.64863 2.32565 -1.17089  -0.096
C: -0.52698 2.93648 -0.32666  -0.093
O: 0.53675 1.98988 -0.28264  -0.572
C: 1.78898 2.49627 0.17546  -0.096
C: 2.59830 1.31107 0.73102  -0.092
O: 2.14709 0.12275 0.09283  -0.570
C: 3.12887 -0.89040 -0.06346  -0.251
H: -3.60993 0.61002 -1.60160  0.225
H: -2.54554 -0.82217 -1.55537  0.215
H: -2.34566 0.41082 -2.84120  0.211
H: -2.61846 2.75514 -0.88553  0.238
H: -1.48295 2.51876 -2.24093  0.224
H: -0.86667 3.13685 0.70288  0.218
H: -0.18030 3.87463 -0.77699  0.250
H: 1.63279 3.24037 0.96634  0.236
H: 2.30914 2.96768 -0.66942  0.238
H: 2.45798 1.21990 1.82163  0.215
H: 3.66352 1.46488 0.52515  0.241
H: 3.37083 -1.33516 0.90797  0.215
H: 4.03563 -0.48197 -0.52083  0.223
H: 2.70965 -1.65504 -0.72031  0.216
F: 1.74849 0.70867 -4.65544  -0.245
C: 1.37590 0.49872 -3.43080  0.892
F: 0.48115 1.46952 -3.05188  -0.332
F: 2.41051 0.69866 -2.57729  -0.317
C: 0.70507 -0.88469 -3.07789  0.694
O: 0.55824 -1.78738 -3.84183  -0.453
O: 0.36916 -0.77971 -1.84607  -0.766
Br: -0.55980 0.70411 2.27442  0.235
C: -0.87609 -1.09684 1.78439  0.163
C: -1.49613 -1.99404 2.63294  -0.233
C: -1.65596 -3.29530 2.17237  -0.077
C: -1.17757 -3.62355 0.90814  -0.213
C: -0.57413 -2.64617 0.13399  0.078
N: -0.43797 -1.38187 0.55879  -0.600
H: -1.84160 -1.68482 3.60675  0.272
H: -2.13786 -4.03478 2.79258  0.266
H: -1.27614 -4.62599 0.51768  0.270
H: -0.18745 -2.87854 -0.85503  0.251

As for the energy above the lowest of the compared OMol25 structures with the same formula, charge and spin: 0.519 eV. The value obtained for the molar mass is 456.13 g mol⁻¹. As for the multiplicity: 3. The net charge is +2. The calculation puts the strongest force on any atom at 3.156 eV Å⁻¹.

Look up the strongest force on any atom of the second one.
3.762 eV Å⁻¹

The highest molar mass belongs to which entry?
C13H18BN3OReS5Sb

Which value of strongest force on any atom does entry 6 give?
0.726 eV Å⁻¹

molar mass of number 4 (C13H17N3O)?
231.30 g mol⁻¹